A structure of composition C20H24F6IrN7O3S. Source: the OMol25 dataset; level of theory: ωB97M-V/def2-TZVPD.

Calculated values
Total charge   +2
2S+1   5
Highest occupied orbital energy (spin up / spin down)   -13.690 / -13.931 eV
Strongest force on any atom   0.4 eV Å⁻¹
Energy   -67669.408 eV
Molar mass   748.73 g mol⁻¹

Last column: Mulliken charge in e.
CARTESIAN COORDINATES (ANGSTROEM)
H 3.725815 0.014696 -3.230449  0.469
H 2.184324 -2.210761 -0.564942  0.247
C 2.142255 -0.708486 -1.993632  0.401
F 2.117191 -0.657642 4.296306  -0.270
N 1.053276 3.524239 -1.135942  -0.402
H 2.382009 -0.732036 0.068540  0.059
O 0.079021 0.124419 1.532543  -0.730
C -4.768070 -0.596154 -0.338043  0.569
H 2.294850 3.851516 1.037558  0.211
C -5.915217 1.394896 0.159999  -0.488
H 1.932104 -1.526182 -2.692867  0.266
C -5.982880 0.067573 -0.210642  -1.206
C -0.309076 -4.143860 -1.002163  -0.233
C -3.119538 -2.022090 -0.639173  0.217
H 3.836016 3.364905 0.469724  0.187
H 0.754707 -4.264969 -0.879954  0.406
N 3.092191 2.775483 -1.888477  -0.082
H -4.694384 3.080132 0.683424  0.428
H 4.177728 -1.263248 -2.139675  0.475
H 5.035016 2.715869 -1.097698  0.386
H 0.668786 1.744363 3.554116  0.424
H -6.830698 1.956520 0.274838  0.416
F -2.002016 -0.928757 3.214327  -0.252
H 0.036500 0.692637 4.821863  0.408
H 5.302343 0.348532 -1.071676  0.391
H -5.118256 -2.638964 -0.886152  0.226
H -2.541102 1.863668 0.448931  0.505
C -4.687689 2.039881 0.394895  -0.768
C -3.544256 0.036610 -0.111409  0.405
C 0.232685 -0.240830 2.871852  0.920
C -0.049388 0.956739 3.770071  -1.867
C -0.746550 -1.379664 3.223435  0.318
H 0.619483 3.168670 -1.977683  0.252
F 2.516928 0.085799 2.308548  -0.245
O 1.314332 1.211779 -3.182698  -0.758
H -1.053730 1.323616 3.572749  0.445
C -2.307423 -3.198102 -0.923368  -0.048
O -0.073585 0.238017 -1.780646  -0.768
F -0.474115 -1.890861 4.415642  -0.247
C -2.664621 -4.423661 -1.390633  -0.425
C 4.271515 0.674102 -1.227586  0.204
Ir -0.354012 -0.924562 -0.065503  2.792
H -6.928223 -0.423105 -0.389012  0.444
N -4.458208 -1.907785 -0.677236  -0.002
C 2.335335 3.223987 -0.900482  0.742
N -0.951017 -3.043665 -0.708432  -0.173
H 4.840386 2.112121 -2.716486  0.457
C 1.085446 0.348501 -2.363635  0.191
C -3.487340 1.376562 0.265004  -0.670
H 3.817564 0.649169 -0.231561  -0.095
N -2.530794 -0.888335 -0.313100  0.017
C 3.615415 -0.330250 -2.199793  -1.075
C 1.706656 -0.714589 3.039553  0.545
S -1.284800 -5.410924 -1.555550  -0.058
N 2.841610 3.401666 0.324061  -0.319
N 1.873795 -1.248576 -0.646179  -0.407
H 0.440418 3.768244 -0.375650  0.192
H -3.643347 -4.791031 -1.643826  0.414
H 2.619505 2.601693 -2.767195  0.405
F 1.893831 -1.960593 2.587350  -0.268
C 4.379483 2.113251 -1.729405  -1.406
F -0.698184 -2.380173 2.313227  -0.173

Force components x, y, z for each atom (eV/Å):
0.00 0.02 0.03
0.07 0.04 -0.04
0.10 -0.12 -0.09
-0.02 -0.08 0.02
0.00 -0.18 0.00
-0.02 0.04 0.00
-0.19 -0.18 -0.09
-0.05 0.09 0.01
0.00 0.02 0.00
0.01 -0.04 -0.02
-0.01 0.06 -0.01
0.06 0.08 0.03
0.06 -0.04 0.07
0.06 -0.17 -0.07
-0.02 0.03 0.01
0.07 0.01 -0.02
-0.05 0.18 0.00
0.00 0.06 0.02
-0.01 -0.03 -0.01
-0.01 -0.08 0.04
0.04 0.02 -0.03
-0.03 0.02 0.00
-0.03 0.01 0.00
-0.02 -0.03 0.01
-0.03 -0.04 0.05
0.01 -0.01 -0.01
0.06 0.03 0.01
-0.01 -0.07 -0.02
-0.05 0.14 0.02
0.17 0.11 0.08
0.09 0.00 0.01
0.04 0.12 0.15
0.02 -0.02 -0.02
-0.02 0.01 0.01
0.17 0.12 -0.32
0.01 -0.01 -0.02
-0.08 -0.03 -0.07
-0.02 0.05 0.00
-0.04 -0.06 -0.01
0.10 0.13 0.10
0.21 -0.09 -0.03
0.08 0.02 -0.03
-0.04 -0.02 0.00
0.18 0.06 0.04
-0.01 0.15 -0.09
-0.17 -0.03 0.01
0.03 0.06 0.02
-0.05 -0.05 0.37
-0.07 -0.07 -0.02
-0.07 0.07 0.00
-0.13 -0.21 -0.01
-0.07 0.18 -0.08
-0.10 0.24 0.19
0.00 0.02 0.03
0.03 -0.09 0.07
-0.15 -0.12 0.08
0.08 0.09 -0.06
-0.08 -0.02 -0.03
-0.08 -0.08 0.07
0.03 -0.13 -0.16
-0.05 -0.06 -0.09
0.01 -0.11 -0.07

An isolated molecule of C20H24FN3O5S at a distorted geometry. Source: the OMol25 dataset; level of theory: ωB97M-V/def2-TZVPD.

Calculated values
Structure (SMILES)   CSCC[C@H](N/C=C1/C(=O)NC(=O)N(c2ccc(F)cc2)C1=O)C(=O)OC(C)(C)C
Total charge   0
Highest occupied orbital energy   -8.772 eV
Strongest force on any atom   1.0 eV Å⁻¹
Energy   -49392.790 eV
Molar mass   437.49 g mol⁻¹

Last column: Mulliken charge in e.
CARTESIAN COORDINATES (ANGSTROEM)
H 4.841785 2.419104 2.556491  0.435
H 4.136755 -4.346968 -0.577527  0.244
H -6.519699 0.412553 -0.470825  0.353
S -4.881329 0.229078 1.215597  -0.089
H -0.205083 1.465058 -2.083165  0.291
C -3.343655 2.552968 -1.096188  -1.489
C -5.922837 -0.422071 -0.117474  -0.834
O 5.534463 -2.355090 -0.292417  -0.615
C -2.073463 -1.439642 0.361859  -0.142
H -1.612643 3.178122 0.916697  0.375
F 6.361648 3.494080 0.762362  -0.330
C -4.121725 -1.305867 1.867690  -0.826
C -1.909783 2.068748 -0.907536  1.483
O 1.641053 -0.128185 0.445566  -0.747
C 1.508597 -2.440093 0.007304  -0.912
H -6.571112 -1.199127 0.276119  0.347
H -0.344118 -3.450858 -0.130201  0.500
N 3.598664 -3.511590 -0.375697  -0.042
H 5.170374 -0.061320 -1.702866  0.410
H -0.138228 -0.584062 0.535882  0.348
O 1.714612 -4.753777 -0.463319  -0.690
C 4.332052 -2.363775 -0.206432  0.453
O -3.165872 -0.423833 -1.537551  -0.630
H -1.766260 1.123474 -2.847569  0.391
N -0.635147 -1.467972 0.368135  -0.005
C 5.799276 1.663708 -0.605830  -0.748
H -2.194223 -2.072822 2.407344  0.469
O -1.885235 0.827681 -0.146695  -0.112
H -2.457708 -2.368308 -0.075387  0.630
C -1.110160 3.034690 -0.036132  -1.652
C 0.126345 -2.494273 0.072051  -0.053
H -3.335417 3.539088 -1.551314  0.470
C 2.205208 -1.190818 0.203040  1.453
C 5.687128 2.338840 0.596185  0.368
H -1.153619 2.779085 -2.791916  0.487
H -3.894314 1.872505 -1.739584  0.333
H -4.527666 -2.138475 1.296354  0.445
H -1.014773 3.994318 -0.534434  0.430
N 3.589334 -1.226887 0.079343  0.267
H -2.242794 -0.314885 2.188078  0.203
H -4.437508 -1.393357 2.907336  0.411
C 4.216057 0.678921 1.460479  -0.070
C -2.482468 -0.266563 -0.559221  0.073
H -5.293550 -0.794129 -0.921826  0.233
C 4.312465 -0.005561 0.257562  -0.289
H 3.600633 0.287925 2.255090  0.373
C 2.222092 -3.665893 -0.293135  0.321
H -3.848321 2.609364 -0.134458  0.279
C 5.098619 0.484122 -0.775463  -0.169
H 6.422598 2.061721 -1.390357  0.420
C -2.602773 -1.266236 1.792486  -0.835
C 4.903093 1.866138 1.632885  -0.736
H -0.118394 2.629742 0.149897  0.332
C -1.212973 1.841410 -2.247296  -1.612

Force components x, y, z for each atom (eV/Å):
0.01 0.07 0.08
-0.09 0.18 0.04
-0.10 0.03 -0.06
-0.16 -0.21 0.12
0.12 0.00 0.00
0.11 -0.23 0.10
0.31 0.02 0.27
0.17 -0.05 -0.05
-0.47 0.22 0.20
-0.05 0.05 0.12
-0.03 -0.05 -0.01
-0.14 0.48 0.00
0.02 0.59 -0.43
-0.05 0.11 0.06
-0.10 0.07 0.05
-0.13 -0.02 -0.06
-0.07 0.00 -0.02
0.10 -0.48 -0.12
0.01 -0.06 -0.07
-0.06 -0.22 -0.05
-0.08 -0.28 -0.06
-0.02 -0.22 0.07
0.07 0.15 -0.17
-0.02 0.00 -0.06
0.40 0.28 0.00
0.04 0.18 0.13
0.07 0.04 -0.03
0.27 0.27 0.27
0.07 0.21 -0.01
-0.18 -0.37 -0.11
0.28 -0.04 0.02
0.05 0.14 -0.04
-0.35 -0.34 -0.16
-0.10 -0.16 -0.03
0.02 0.13 -0.04
-0.05 0.01 -0.04
-0.03 -0.12 0.05
-0.01 0.11 -0.07
0.19 0.38 0.07
0.10 -0.04 0.06
0.00 -0.15 -0.07
0.12 -0.11 -0.22
-0.10 -1.02 0.01
-0.10 -0.03 -0.06
0.19 0.31 0.03
-0.06 -0.03 0.05
-0.04 0.28 0.06
-0.03 0.07 0.05
-0.18 0.00 0.22
0.07 0.06 -0.06
-0.15 -0.14 -0.22
0.14 0.13 -0.08
0.13 -0.01 0.01
-0.12 -0.18 0.24

A structure of composition C20H24IrN3O4S. Source: the OMol25 dataset; level of theory: ωB97M-V/def2-TZVPD.

Calculated values
Total charge   +1
2S+1   2
Highest occupied orbital energy (spin up / spin down)   -11.183 / -11.206 eV
Strongest force on any atom   0.1 eV Å⁻¹
Energy   -47459.198 eV
Molar mass   594.71 g mol⁻¹

Last column: Mulliken charge in e.
CARTESIAN COORDINATES (ANGSTROEM)
H 0.106181 4.785632 2.212013  0.429
C -0.763474 1.625439 -1.095226  -1.533
C 0.094706 2.649792 -0.429183  0.141
H -1.343645 3.148507 1.084964  0.359
N -0.797167 -2.256055 0.892129  -0.473
H -1.601295 -3.474338 -1.537811  0.352
H 0.043143 -3.860560 -1.988792  0.469
O -0.958560 0.772120 3.566782  -0.623
Ir -0.596184 -0.306863 -0.243893  3.199
C 1.361496 2.948718 -0.934116  -0.197
H -1.815717 1.899342 -1.009190  0.891
H 2.374797 5.248444 1.336156  0.438
C -0.563692 -3.190342 -1.377656  -0.656
C 3.459249 0.421299 1.186063  -0.890
C -0.563579 0.608580 2.446361  0.211
H -2.418486 -3.413397 1.646162  0.464
C -0.347299 3.336336 0.703112  -0.200
O 1.374253 -0.086629 -1.729437  -0.707
H -0.277225 -2.187651 1.762261  0.341
H 1.660450 1.070713 3.990980  0.615
C 3.221855 0.738091 2.512513  -0.472
H -3.223193 -2.246362 -2.581025  0.447
N -0.375578 -1.793151 -1.823345  -0.638
H -4.195417 -1.966498 0.561673  0.601
H 4.044590 0.974263 3.173700  0.480
C 0.468660 4.260870 1.337569  -0.786
C 2.177854 3.874379 -0.301948  -0.794
C 1.913225 0.786604 2.979134  -1.023
C 2.516492 -0.100786 -1.123944  0.096
H 0.894403 -3.235644 0.197015  0.388
O -1.353480 0.532415 1.379964  -1.032
H -2.407050 -1.697902 2.065662  0.338
H -0.472764 -4.323440 0.453633  0.467
N 1.141326 0.132059 0.833566  0.134
H -3.301497 -2.972918 -0.560164  0.363
H 0.597309 -1.605964 -2.093634  0.522
H -3.211374 -0.608842 -3.207787  0.499
H -0.845797 -0.469540 -3.338077  0.290
C 2.384692 0.135630 0.361532  0.470
H 1.705209 2.456564 -1.835816  0.404
C -0.186628 -3.334193 0.086094  -1.051
H 3.154359 4.096483 -0.712937  0.446
H 4.449406 0.409188 0.752380  0.620
C -3.211092 -2.136633 0.128318  -0.556
H -0.494894 1.526227 -2.146593  0.561
S -2.815779 -0.635024 -0.860518  -0.200
C -2.682524 -1.301660 -2.556260  -0.674
C 1.739233 4.523806 0.844304  -0.452
O 3.610828 -0.253945 -1.618157  -0.689
C -1.221769 -1.423589 -2.972433  -0.851
C 0.895577 0.484612 2.101352  0.849
H -1.120115 -2.156163 -3.778044  0.531
C -2.224032 -2.408006 1.260604  -0.919

Force components x, y, z for each atom (eV/Å):
0.00 0.00 0.00
-0.02 0.03 0.05
0.05 0.00 -0.05
0.00 0.00 0.01
-0.02 -0.03 0.01
0.00 0.00 -0.01
0.00 0.00 0.00
-0.02 0.02 0.00
0.04 0.10 -0.04
0.03 0.00 -0.01
0.01 0.03 0.02
0.00 0.00 0.00
0.01 0.02 0.03
0.00 0.00 -0.03
0.08 -0.06 -0.01
0.00 0.00 0.00
-0.06 -0.04 0.00
-0.01 -0.02 -0.06
0.01 0.00 0.00
0.00 0.00 0.00
0.01 0.01 0.02
0.01 0.00 0.00
0.04 -0.08 -0.01
0.00 0.00 -0.01
0.00 0.00 0.00
0.01 0.01 0.01
-0.01 -0.01 0.00
-0.02 0.00 0.01
0.00 0.02 -0.02
0.00 0.00 0.00
-0.05 0.01 0.09
0.00 0.00 0.00
0.00 0.00 0.00
0.01 0.03 -0.01
0.00 0.00 0.00
-0.01 -0.01 0.01
0.00 0.00 0.00
-0.01 0.00 0.01
-0.01 -0.01 0.05
-0.01 0.00 0.01
-0.01 0.01 -0.02
0.00 0.00 0.00
0.00 0.00 0.00
-0.02 0.00 -0.01
0.01 -0.05 0.00
0.00 -0.02 -0.02
-0.01 0.01 -0.01
0.00 0.00 0.01
0.00 -0.01 0.00
0.00 0.01 -0.01
-0.01 0.02 -0.01
0.00 0.00 0.00
0.01 0.00 0.00